# 1
{"formula": "C18H19N3O8", "method": "ωB97M-V/def2-TZVPD", "smiles": "O=C(O)c1cc(O)cc(Oc2cccc([N+](=O)[O-])c2)c1.CNC(=O)CNC(C)=O", "orbital_gap_ha": 0.3054, "lumo_energy_ev": -1.04, "homo_energy_ev": -9.35, "multiplicity": 1, "charge": 0, "symbols": ["O", "O", "O", "O", "O", "O", "O", "O", "C", "C", "C", "C", "C", "C", "C", "C", "C", "C", "C", "C", "C", "C", "C", "N", "N", "N", "C", "C", "C", "H", "H", "H", "H", "H", "H", "H", "H", "H", "H", "H", "H", "H", "H", "H", "H", "H", "H", "H"], "xyz": [[4.011, -2.439, -1.858], [-0.918, -0.842, 5.116], [2.285, -0.899, 2.525], [-4.670, 1.840, -3.845], [-4.000, 3.372, -5.247], [4.071, -0.527, -0.657], [-0.947, -3.548, -2.334], [-0.743, 1.004, -0.886], [3.424, -1.517, -1.315], [-0.955, -1.670, 4.215], [1.508, -0.036, 2.916], [-0.113, 3.075, -3.862], [0.108, 2.377, -2.675], [-0.850, -1.291, -1.584], [1.185, -2.557, -1.844], [1.271, -0.283, -1.037], [-1.399, 3.140, -4.404], [-2.239, 1.818, -2.566], [-0.207, -2.478, -1.920], [-0.116, -0.181, -1.160], [-0.952, 1.733, -2.026], [1.949, -1.459, -1.397], [-2.494, 2.515, -3.768], [1.974, 0.984, 3.644], [-0.566, -1.408, 2.969], [-3.797, 2.578, -4.319], [-1.471, -3.065, 4.484], [1.194, 2.032, 4.300], [0.017, -0.130, 2.559], [5.004, -0.786, -0.680], [-0.365, -4.281, -2.589], [0.714, 3.566, -4.367], [1.107, 2.329, -2.256], [-1.930, -1.232, -1.667], [1.692, -3.475, -2.125], [1.827, 0.577, -0.677], [-1.539, 3.684, -5.336], [-3.043, 1.318, -2.034], [2.965, 0.949, 3.828], [-0.578, -2.157, 2.296], [-2.304, -3.278, 3.817], [-1.810, -3.124, 5.518], [-0.669, -3.782, 4.321], [0.684, 2.649, 3.558], [0.454, 1.578, 4.965], [1.855, 2.665, 4.895], [-0.542, 0.680, 3.023], [-0.080, -0.019, 1.484]], "nbo_charge": [-0.59, -0.65, -0.64, -0.37, -0.37, -0.66, -0.66, -0.52, 0.77, 0.68, 0.66, -0.21, -0.20, -0.32, -0.24, -0.27, -0.17, -0.17, 0.32, 0.37, 0.25, -0.12, 0.02, -0.60, -0.59, 0.50, -0.71, -0.43, -0.32, 0.50, 0.49, 0.23, 0.23, 0.24, 0.23, 0.24, 0.25, 0.25, 0.41, 0.40, 0.22, 0.24, 0.23, 0.19, 0.23, 0.21, 0.22, 0.23]}

# 2
{"formula": "CH10O3S2", "method": "ωB97M-V/def2-TZVPD", "orbital_gap_ha": [0.2987, 0.1710], "lumo_energy_ev": [-5.13, -8.61], "homo_energy_ev": [-13.26, -13.26], "multiplicity": 2, "de_lowest_ev": 0.745, "charge": 1, "symbols": ["C", "S", "S", "H", "H", "H", "H", "H", "H", "O", "H", "H", "O", "H", "H", "O"], "xyz": [[-1.264, -1.367, -0.591], [-1.932, 0.027, -1.589], [-3.854, -0.093, -1.054], [-1.335, -1.180, 0.484], [-0.212, -1.383, -0.848], [-1.828, -2.228, -0.919], [-4.335, 0.571, -2.127], [-0.815, 1.011, 0.678], [-0.769, 1.657, 2.049], [-0.210, 1.426, 1.298], [2.339, -1.068, 1.645], [1.301, 0.007, 1.243], [2.188, -0.117, 1.590], [3.977, 1.348, -1.123], [3.272, 0.825, 0.088], [3.475, 0.564, -0.825]], "lowdin_spin": [0.04, 0.50, 0.41, 0.01, 0.00, 0.01, 0.01, 0.01, 0.00, 0.01, 0.00, 0.00, 0.00, 0.00, 0.00, 0.00]}

# 3
{"formula": "C44H45I2N2O3P2S3Zr", "method": "ωB97M-V/def2-TZVPD", "orbital_gap_ha": 0.2669, "lumo_energy_ev": -7.49, "homo_energy_ev": -14.75, "multiplicity": 1, "de_lowest_ev": 0.000, "charge": 3, "symbols": ["Zr", "I", "C", "C", "C", "I", "C", "O", "C", "C", "N", "C", "C", "C", "C", "C", "C", "N", "C", "H", "H", "H", "H", "H", "H", "H", "H", "H", "H", "H", "O", "P", "C", "P", "O", "C", "C", "C", "C", "C", "C", "C", "C", "C", "C", "C", "C", "C", "C", "C", "C", "C", "C", "C", "C", "C", "C", "C", "C", "H", "H", "H", "H", "H", "H", "H", "H", "H", "H", "H", "H", "H", "H", "H", "H", "H", "H", "H", "H", "H", "H", "C", "C", "S", "C", "C", "S", "C", "C", "S", "H", "H", "H", "H", "H", "H", "H", "H", "H", "H", "H", "H"], "xyz": [[0.317, 0.383, 0.343], [-2.699, -6.115, -1.959], [-1.559, -4.574, -1.180], [-0.184, -4.704, -1.079], [0.576, -3.656, -0.566], [2.639, -3.825, -0.530], [-0.043, -2.497, -0.130], [0.752, -1.483, 0.328], [-1.439, -2.331, -0.231], [-2.296, -1.178, 0.299], [-1.935, 0.274, 0.010], [-2.328, 0.738, -1.348], [-1.384, 0.131, -2.349], [-1.773, -0.195, -3.637], [-0.900, -0.921, -4.432], [0.326, -1.305, -3.907], [0.656, -0.895, -2.632], [-0.170, -0.161, -1.874], [-2.168, -3.391, -0.768], [0.308, -5.607, -1.414], [-2.367, -1.238, 1.384], [-3.293, -1.326, -0.117], [-2.448, 0.824, 0.698], [-2.297, 1.830, -1.350], [-3.351, 0.429, -1.573], [-2.765, 0.061, -3.984], [-1.186, -1.213, -5.433], [1.017, -1.916, -4.469], [1.590, -1.190, -2.170], [-3.243, -3.297, -0.859], [-0.412, -0.012, 2.314], [0.283, -0.643, 3.547], [1.923, 0.143, 3.690], [1.883, 1.805, 2.979], [1.633, 1.556, 1.466], [3.428, 2.630, 3.208], [4.628, 1.913, 3.161], [5.835, 2.582, 3.256], [5.849, 3.966, 3.392], [4.661, 4.683, 3.436], [3.448, 4.020, 3.349], [0.581, 2.734, 3.737], [-0.451, 3.308, 3.004], [-1.407, 4.077, 3.654], [-1.326, 4.271, 5.025], [-0.289, 3.703, 5.759], [0.669, 2.939, 5.118], [-0.686, -0.278, 4.986], [-1.861, 0.461, 4.893], [-2.604, 0.704, 6.038], [-2.169, 0.223, 7.264], [-0.994, -0.515, 7.358], [-0.255, -0.778, 6.217], [0.497, -2.392, 3.349], [-0.678, -3.132, 3.170], [-0.612, -4.501, 2.998], [0.622, -5.143, 3.030], [1.787, -4.418, 3.229], [1.729, -3.041, 3.387], [2.650, -0.423, 3.100], [2.260, 0.156, 4.730], [4.632, 0.835, 3.051], [6.763, 2.028, 3.232], [6.795, 4.485, 3.474], [4.681, 5.758, 3.554], [2.524, 4.583, 3.414], [-0.509, 3.187, 1.927], [-2.204, 4.540, 3.087], [-2.066, 4.879, 5.527], [-0.224, 3.862, 6.826], [1.484, 2.522, 5.699], [-2.187, 0.854, 3.939], [-3.525, 1.269, 5.973], [-2.753, 0.412, 8.155], [-0.665, -0.899, 8.313], [0.640, -1.386, 6.292], [-1.647, -2.643, 3.178], [-1.518, -5.075, 2.857], [0.672, -6.217, 2.911], [2.742, -4.923, 3.262], [2.652, -2.496, 3.534], [3.075, 1.830, -3.792], [3.554, 0.912, -2.675], [2.923, 1.154, -0.991], [3.104, 2.933, -0.714], [1.840, 3.759, -0.390], [0.230, 3.063, -0.804], [-0.150, 3.758, -2.440], [0.947, 3.670, -3.486], [1.289, 1.979, -4.013], [3.485, 1.436, -4.724], [3.499, 2.829, -3.695], [4.642, 0.977, -2.613], [3.330, -0.130, -2.901], [3.595, 3.333, -1.600], [3.805, 3.065, 0.110], [1.896, 4.731, -0.882], [1.804, 3.967, 0.677], [-0.425, 4.800, -2.270], [-1.051, 3.244, -2.778], [1.862, 4.146, -3.134], [0.613, 4.252, -4.347]], "lowdin_charge": [1.68, 0.99, -0.74, -0.20, -0.65, 1.04, -0.40, -0.36, -0.15, -0.09, -0.15, -0.11, -0.28, 0.02, 0.00, -0.02, -0.17, -0.04, -0.10, 0.09, 0.11, 0.13, 0.14, 0.11, 0.14, 0.14, 0.14, 0.13, 0.08, 0.11, -0.48, 0.84, -0.26, 0.83, -0.58, -0.30, -0.06, -0.04, -0.03, -0.04, -0.06, -0.32, -0.08, -0.04, -0.03, -0.03, -0.07, -0.30, -0.07, -0.05, -0.03, -0.04, -0.06, -0.30, -0.07, -0.04, -0.03, -0.07, -0.07, 0.07, 0.10, 0.11, 0.12, 0.13, 0.12, 0.12, 0.06, 0.12, 0.13, 0.13, 0.13, 0.10, 0.12, 0.12, 0.12, 0.12, 0.12, 0.12, 0.13, 0.12, 0.11, -0.49, -0.48, 0.86, -0.45, -0.47, 0.84, -0.47, -0.50, 0.94, 0.09, 0.08, 0.10, 0.07, 0.08, 0.08, 0.10, 0.05, 0.10, 0.07, 0.07, 0.10]}

# 4
{"formula": "C4H6O2", "method": "ωB97M-V/def2-TZVPD", "orbital_gap_ha": 0.3683, "lumo_energy_ev": 1.06, "homo_energy_ev": -8.96, "multiplicity": 1, "de_lowest_ev": 5.327, "charge": 0, "symbols": ["O", "C", "C", "C", "O", "C", "H", "H", "H", "H", "H", "H"], "xyz": [[1.624, -0.535, -0.710], [0.118, -0.842, -0.360], [0.137, -0.378, 1.078], [-0.779, 0.801, 0.640], [-0.058, 1.520, -0.401], [-0.790, 0.356, -0.753], [1.600, 0.411, -0.969], [-0.069, -1.859, -0.707], [-0.184, -1.023, 1.918], [1.443, -0.261, 0.649], [-1.527, 1.386, 1.177], [-1.514, 0.424, -1.563]], "nbo_charge": [-0.74, 0.05, -0.57, 0.06, -0.51, 0.00, 0.50, 0.22, 0.23, 0.35, 0.21, 0.21]}

# 5
{"formula": "C28H87N21O13", "method": "ωB97M-V/def2-TZVPD", "orbital_gap_ha": 0.3403, "lumo_energy_ev": 0.44, "homo_energy_ev": -8.82, "multiplicity": 1, "de_lowest_ev": 3.895, "charge": 0, "symbols": ["C", "C", "C", "O", "C", "N", "H", "H", "H", "H", "H", "H", "H", "H", "H", "H", "H", "C", "C", "C", "O", "C", "N", "H", "H", "H", "H", "H", "H", "H", "H", "H", "H", "H", "C", "C", "C", "O", "C", "N", "H", "H", "H", "H", "H", "H", "H", "H", "H", "H", "H", "C", "C", "C", "O", "C", "N", "H", "H", "H", "H", "H", "H", "H", "H", "H", "H", "H", "C", "C", "C", "O", "C", "N", "H", "H", "H", "H", "H", "H", "H", "H", "H", "H", "H", "C", "O", "N", "N", "H", "H", "H", "H", "C", "O", "N", "N", "H", "H", "H", "H", "C", "O", "N", "N", "H", "H", "H", "H", "C", "O", "N", "N", "H", "H", "H", "H", "C", "O", "N", "N", "H", "H", "H", "H", "C", "O", "N", "N", "H", "H", "H", "H", "C", "O", "N", "N", "H", "H", "H", "H", "C", "O", "N", "N", "H", "H", "H", "H"], "xyz": [[1.977, -0.803, 19.519], [3.144, 0.044, 18.948], [4.360, -0.828, 18.598], [3.871, -1.808, 17.700], [4.778, -2.827, 17.417], [2.599, 0.748, 17.736], [1.767, -1.642, 18.825], [1.124, -0.150, 19.627], [2.303, -1.283, 20.412], [3.454, 0.737, 19.717], [4.767, -1.223, 19.551], [5.266, -0.209, 18.180], [4.380, -3.449, 16.588], [4.779, -3.559, 18.236], [5.797, -2.410, 17.243], [2.605, 0.170, 16.901], [3.220, 1.518, 17.642], [8.155, 7.087, 17.868], [9.185, 6.140, 17.276], [10.192, 5.658, 18.280], [11.084, 6.581, 18.796], [12.318, 6.705, 18.093], [8.518, 4.924, 16.825], [8.695, 7.870, 18.343], [7.584, 6.468, 18.531], [7.472, 7.567, 17.170], [9.738, 6.663, 16.482], [10.822, 4.858, 17.882], [9.583, 5.132, 19.129], [12.878, 5.764, 18.062], [12.920, 7.427, 18.646], [12.126, 6.939, 17.065], [7.851, 5.242, 16.177], [9.167, 4.337, 16.310], [8.095, 5.372, 21.738], [9.145, 6.182, 22.538], [10.305, 5.316, 23.072], [9.829, 4.281, 23.820], [10.867, 3.628, 24.545], [9.488, 7.303, 21.729], [7.858, 4.440, 22.297], [8.499, 5.202, 20.757], [7.130, 5.957, 21.603], [8.747, 6.513, 23.474], [10.984, 5.933, 23.603], [10.820, 4.976, 22.159], [10.437, 2.986, 25.339], [11.502, 4.398, 25.043], [11.499, 3.035, 23.872], [10.051, 7.023, 20.927], [10.131, 7.863, 22.219], [6.337, 4.312, 26.106], [7.277, 3.143, 26.137], [6.661, 1.923, 26.902], [6.240, 2.242, 28.216], [7.244, 2.718, 29.134], [7.636, 2.496, 24.826], [5.314, 3.920, 25.932], [6.628, 4.906, 25.220], [6.349, 4.887, 27.036], [8.238, 3.363, 26.671], [7.477, 1.149, 26.870], [5.831, 1.428, 26.443], [7.731, 3.593, 28.720], [7.938, 1.910, 29.296], [6.639, 2.948, 30.012], [8.283, 3.015, 24.250], [6.779, 2.255, 24.328], [4.326, 7.002, 23.698], [3.475, 5.921, 22.972], [4.270, 5.201, 21.862], [3.495, 4.265, 21.187], [3.897, 3.941, 19.928], [2.672, 5.237, 23.952], [4.946, 6.570, 24.517], [3.644, 7.766, 24.019], [5.031, 7.473, 23.029], [2.725, 6.439, 22.397], [5.145, 4.637, 22.305], [4.662, 6.004, 21.176], [4.870, 3.473, 19.936], [3.962, 4.790, 19.242], [3.205, 3.282, 19.393], [1.959, 4.592, 23.579], [3.147, 4.848, 24.754], [7.216, 10.435, 20.905], [6.357, 11.279, 20.634], [7.363, 9.265, 20.359], [8.126, 10.755, 21.857], [6.553, 8.914, 19.896], [7.901, 8.523, 20.802], [8.203, 11.738, 22.112], [8.635, 10.116, 22.430], [-0.098, 3.986, 18.413], [0.830, 4.737, 18.668], [-1.386, 4.284, 18.719], [0.225, 2.928, 17.598], [-1.485, 5.212, 19.135], [-2.127, 3.944, 18.123], [1.203, 2.778, 17.543], [-0.271, 2.137, 17.953], [-0.132, 6.192, 21.793], [-0.738, 6.601, 22.782], [0.529, 5.050, 21.594], [-0.170, 6.889, 20.649], [0.620, 4.668, 20.668], [0.549, 4.447, 22.424], [0.443, 6.487, 19.923], [-0.601, 7.767, 20.621], [4.735, 10.821, 24.568], [4.199, 10.905, 25.712], [4.636, 11.805, 23.711], [5.517, 9.823, 24.059], [4.188, 12.648, 23.970], [5.121, 11.760, 22.808], [5.501, 9.012, 24.670], [5.057, 9.485, 23.202], [-1.979, 5.031, 26.133], [-2.502, 4.895, 27.241], [-0.729, 4.685, 25.949], [-2.563, 5.544, 25.113], [-0.296, 4.466, 26.829], [-0.223, 5.243, 25.296], [-2.152, 5.675, 24.192], [-3.510, 5.891, 25.115], [3.689, 1.002, 23.500], [4.057, 0.673, 22.343], [3.033, 2.086, 23.809], [4.100, 0.245, 24.561], [3.077, 2.405, 24.734], [3.043, 2.642, 22.938], [4.707, -0.514, 24.358], [3.873, 0.487, 25.473], [2.745, 5.129, 27.346], [2.914, 4.082, 26.691], [3.274, 5.279, 28.617], [1.989, 6.172, 26.949], [2.984, 5.915, 29.351], [3.733, 4.486, 29.058], [1.560, 6.095, 26.063], [2.163, 7.112, 27.297], [1.279, 9.827, 24.674], [2.185, 9.440, 23.926], [0.089, 9.214, 24.849], [1.411, 10.802, 25.591], [0.008, 8.254, 24.443], [-0.606, 9.358, 25.576], [0.799, 10.641, 26.352], [2.444, 10.995, 25.738]], "lowdin_charge": [-0.05, -0.39, -0.21, -0.22, -0.12, 0.04, 0.08, 0.06, 0.06, 0.10, 0.13, 0.15, 0.09, 0.09, 0.10, 0.08, 0.04, -0.05, -0.46, -0.25, -0.20, -0.08, 0.05, 0.06, 0.07, 0.08, 0.14, 0.12, 0.14, 0.09, 0.09, 0.08, 0.05, 0.08, -0.03, -0.42, -0.24, -0.21, -0.08, 0.06, 0.08, 0.04, 0.08, 0.13, 0.11, 0.14, 0.09, 0.10, 0.09, 0.07, 0.07, -0.06, -0.41, -0.21, -0.21, -0.08, 0.05, 0.07, 0.07, 0.08, 0.13, 0.13, 0.09, 0.07, 0.08, 0.09, 0.02, 0.07, -0.05, -0.40, -0.20, -0.19, -0.14, 0.07, 0.08, 0.04, 0.05, 0.12, 0.13, 0.13, 0.09, 0.09, 0.07, 0.05, 0.03, -0.74, -0.01, 0.18, 0.15, 0.11, 0.07, 0.11, 0.08, -0.66, 0.00, 0.17, 0.17, 0.10, 0.11, 0.05, 0.09, -0.69, 0.00, 0.18, 0.17, 0.06, 0.11, 0.10, 0.10, -0.66, -0.04, 0.19, 0.15, 0.11, 0.11, 0.08, 0.09, -0.79, 0.00, 0.17, 0.18, 0.10, 0.07, 0.08, 0.12, -0.68, -0.02, 0.20, 0.17, 0.07, 0.11, 0.10, 0.07, -0.64, -0.03, 0.15, 0.18, 0.10, 0.10, 0.05, 0.12, -0.68, 0.00, 0.14, 0.14, 0.09, 0.10, 0.08, 0.08]}

| no. | molar mass (g/mol) | calculated total energy (Ha) |
| --- | --- | --- |
| 1 | 405.36 | -1463.4530 |
| 2 | 134.22 | -1065.8560 |
| 3 | 1153.04 | -4558.0836 |
| 4 | 86.09 | -306.3105 |
| 5 | 926.14 | -3247.1921 |